[1]
Entry from OMol25: a molecular structure, C35H51CsN7O2SSe in a non-equilibrium geometry (ωB97M-V/def2-TZVPD).

Geometry as XYZ:
```
98
Properties=species:S:1:pos:R:3
Cs -2.16012 0.93777 -0.12180
Se -0.40688 -0.61332 1.83911
S -4.50691 1.77393 -3.61871
O -1.20477 -1.20624 -1.02279
O -1.10275 2.25633 1.51466
N -5.98114 1.10568 3.38566
N -6.44842 3.38959 1.42791
N -2.80513 -0.24155 -3.18205
N -4.21984 -1.30368 -1.10024
N -4.61708 -0.14552 -1.78549
N -6.08782 1.97496 -0.21380
N -5.20935 -0.07485 1.69700
C 1.39224 -2.70015 1.05709
C 2.42213 2.97189 0.88801
C 2.82465 -5.98042 0.55542
C 1.06309 3.22532 1.02465
C -6.11494 2.11579 1.08471
C 4.38786 -4.20944 -0.26017
C 4.51638 1.51167 0.85036
C 5.27915 2.34226 1.89200
C -5.49836 -0.06835 3.92946
C 2.15147 0.65111 1.31637
C 0.78390 0.86179 1.44608
C -3.92838 0.40191 -2.80544
C 0.33616 -1.90200 0.62516
C 4.95270 1.95553 -0.55356
C 3.18146 -4.48974 0.64640
C 0.60963 -4.22777 -3.74770
C 3.00582 1.70254 1.02566
C 0.40436 -2.94712 -1.55243
C -0.20558 5.11392 2.11872
C 3.59434 -4.18636 2.08677
C 1.55664 5.66339 0.47343
C 0.17729 2.13701 1.35098
C 1.99236 -3.62331 0.21598
C -5.02896 -0.78215 2.86790
C 4.91191 0.04371 1.02309
C -1.59354 -3.43123 -2.98689
C 0.48471 4.63451 0.82809
C -0.21037 -1.98533 -0.67993
C 1.46601 -3.71316 -1.07827
C -6.40478 3.20831 -0.74334
C -0.53393 4.60832 -0.32499
C -5.78149 1.04629 2.03805
C -0.08953 -3.09705 -2.99473
C 0.20800 -1.80006 -3.77798
C -6.63290 4.10271 0.25766
H 2.31081 5.75675 1.26279
H 5.98531 -0.07299 0.84104
H 5.26439 -4.77970 0.07641
H -5.32761 0.41981 -1.33555
H 0.45817 -5.19673 -3.25942
H 4.44176 1.35868 -1.31607
H 3.07665 3.80519 0.64858
H -6.47340 3.77889 2.35082
H 4.98133 2.04847 2.90370
H -0.98391 4.41100 2.41792
H 6.36232 2.19360 1.79020
H 1.08044 6.64134 0.34755
H -0.05351 4.28165 -1.25184
H -1.74595 -4.43246 -2.56726
H 1.27229 -1.76157 -4.03399
H 1.92347 -4.42513 -1.75814
H 0.18779 -4.29100 -4.75665
H -0.95484 5.60827 -0.48845
H 4.69860 -0.31179 2.03767
H 4.17982 -4.48737 -1.29852
H 1.68577 -4.05153 -3.84636
H 5.07031 3.41076 1.77839
H -6.41598 3.36306 -1.81380
H 2.06653 5.41453 -0.46330
H 2.53030 -0.35774 1.41795
H 2.57137 -6.26657 -0.47063
H -2.27970 0.22961 -3.89446
H -3.27626 -1.21291 -0.72593
H -6.39170 1.85392 3.90772
H -1.34373 3.92132 -0.08929
H -2.24368 -0.75946 -2.49255
H -4.20518 -2.07684 -1.74951
H -2.15141 -2.72049 -2.37592
H 3.66908 -6.60298 0.88435
H 3.90198 -3.14063 2.20188
H -4.54823 -1.75159 2.87364
H 2.77595 -4.37956 2.78815
H 4.64022 -3.14366 -0.24173
H 6.03641 1.82955 -0.68111
H -6.88120 5.15323 0.25463
H -0.65253 6.10516 1.96239
H 4.37556 -0.60218 0.31824
H 1.72786 -2.57782 2.08016
H -5.52420 -0.26749 4.99037
H -0.36955 -1.76043 -4.71073
H -2.00124 -3.41623 -4.00456
H 4.44028 -4.82154 2.36985
H 1.95988 -6.20492 1.18948
H 4.70932 3.00667 -0.73292
H -0.01618 -0.91806 -3.18245
H 0.52680 5.19244 2.93120
```

Output
frontier orbital gap: 5.5 eV
HOMO level: -3.925 eV
total charge: -1

***

[2]
Entry from OMol25: 3 unconnected molecules or ions with the total composition C2H10O2S2 in a non-equilibrium geometry (ωB97M-V/def2-TZVPD).

Geometry as XYZ:
```
16
Properties=species:S:1:pos:R:3
S -0.45192 -3.65490 -0.15368
S -0.52042 -1.61062 -0.61582
O 3.54100 6.18298 1.31566
O 2.66252 -1.72552 3.72398
C -1.98484 -1.35951 -1.70110
C -2.22428 0.09055 -2.14352
H 2.93719 6.18337 0.56232
H 3.50950 -2.10519 3.97222
H -1.56674 -1.83824 -2.57745
H -1.54944 0.52230 -2.90237
H 2.95459 6.09343 2.07320
H -2.83457 -1.82468 -1.18755
H -3.25207 0.08287 -2.54383
H -2.15570 0.70582 -1.23488
H -1.54520 -3.81050 0.60412
H 2.48039 -1.93216 2.80871
```

Output
frontier orbital gap (spin up / spin down): 2.2 / 6.7 eV
2S+1: 2
HOMO level (spin up / spin down): 0.401 / -4.100 eV
total charge: -1

***

[3]
Entry from OMol25: 2 unconnected molecules or ions with the total composition C4H6N2O (ωB97M-V/def2-TZVPD).

Geometry as XYZ:
```
13
Properties=species:S:1:pos:R:3
O -0.75730 -1.93386 0.47189
N 1.18718 -0.79249 -0.06324
N -1.71773 0.77736 1.11657
C 1.60438 0.53615 -0.01480
C -0.54096 0.52606 0.71002
C 0.63871 1.35690 0.43242
C -0.12116 -0.91280 0.38232
H 2.61329 0.78659 -0.32024
H -1.82742 1.78227 1.27613
H -1.82011 -1.28228 -2.40079
H -1.71559 -1.69401 -1.79013
H 1.74142 -1.57753 -0.36370
H 0.71529 2.42763 0.56356
```

Output
frontier orbital gap: 8.8 eV
HOMO level: -9.121 eV

***

[4]
Entry from OMol25: a molecular structure, C37H31F4N10S2Sn in a non-equilibrium geometry (ωB97M-V/def2-TZVPD).

Geometry as XYZ:
```
85
Properties=species:S:1:pos:R:3
Sn 0.92613 1.85922 0.42287
S 4.58092 2.49276 3.85380
S 1.78928 3.00190 2.69764
F -6.20189 -2.37031 -1.28684
F -6.23198 0.05795 -0.38204
F -1.62070 -0.27110 0.62958
F -1.59397 -2.69193 -0.28085
N 4.11257 2.72773 1.34140
N 1.42541 0.04959 1.25286
N 3.26854 2.67482 0.24981
N -1.78840 -5.52479 -1.47096
N -1.71162 2.69476 1.05211
N -5.94847 2.99717 0.52744
N -1.81803 -2.01562 -5.06282
N -5.82013 -5.09563 -2.67007
N 1.75902 2.67269 -2.10998
N -0.05552 0.86208 -2.57362
C 2.89615 -2.27891 0.16214
C 2.65459 3.63242 -1.87261
C -2.00690 -0.33821 3.78294
C 2.59483 -1.56281 -1.16123
C 1.97018 4.85783 -3.80868
C 4.12346 -1.66262 0.85168
C 3.49808 2.79019 2.46173
C -3.89951 1.41990 0.52599
C 1.07182 -1.16249 1.64821
C -5.06057 2.26127 0.51919
C 0.65763 0.18184 -3.47699
C 3.88601 3.55174 5.14107
C -2.68158 2.10909 0.83817
C 0.97700 2.78946 -3.17790
C 1.25649 -3.59681 1.48498
C -1.99452 -0.34833 -3.32193
C -3.88672 -2.67274 -0.86795
C 0.21689 -3.75862 2.39950
C 3.47983 3.54329 -0.64226
C 1.04708 3.85919 -4.06304
C -3.91758 0.06112 0.14800
C -5.07498 -0.59904 -0.34834
C -4.97348 -4.56113 -2.09784
C -3.85258 -3.96243 -1.42815
C -5.05810 -1.86815 -0.82701
C 0.33087 0.15877 4.57891
C -2.68107 -4.79627 -1.42624
C -0.36727 -2.63863 2.98870
C -1.23459 -1.07795 -4.23722
C 0.12763 -0.77672 -4.32100
C -1.36335 0.59297 -2.53177
C 2.79122 4.74272 -2.69724
C 0.02376 -1.36170 2.64228
C 1.71745 -2.34678 1.11596
C -0.54761 -0.16734 3.36360
C -2.76565 -0.76766 0.16279
C -2.74520 -2.03761 -0.31112
H 0.39269 3.90461 -4.92454
H 4.25821 4.29254 -0.48814
H -1.94279 1.18184 -1.82232
H 1.71986 0.41280 -3.51563
H 3.51193 5.51197 -2.44867
H 3.13457 -3.31557 -0.08935
H 1.71920 -4.47755 1.04669
H 2.80087 3.53771 5.07197
H 1.34940 0.39911 4.26670
H 3.91101 -0.63099 1.13854
H 2.04300 5.72404 -4.45499
H 4.26008 4.56805 5.04045
H 1.67827 -1.94780 -1.61912
H 0.36346 -0.70068 5.25798
H 4.98369 -1.66613 0.17376
H -0.06635 1.02353 5.12099
H 4.39045 -2.22478 1.75001
H -2.62665 -0.68450 2.95105
H 0.76443 -1.30371 -5.02572
H 4.19720 3.13488 6.09809
H -2.71657 -2.37821 -4.79842
H -1.14098 -2.77953 3.73756
H 3.42258 -1.71492 -1.86319
H -2.11436 -1.04772 4.60955
H 0.25185 1.99061 -3.32033
H -0.49024 0.68249 2.68700
H -1.21399 -2.66717 -5.52798
H -3.06041 -0.52843 -3.21925
H -2.40299 0.62244 4.12300
H 2.47152 -0.49491 -0.99766
H -0.12981 -4.75416 2.65433
```

Output
frontier orbital gap (spin up / spin down): 4.7 / 6.4 eV
HOMO level (spin up / spin down): -4.677 / -5.004 eV
total charge: -1

***

[5]
Entry from OMol25: 2 unconnected molecules or ions with the total composition CH5OS2 (ωB97M-V/def2-TZVPD).

Geometry as XYZ:
```
9
Properties=species:S:1:pos:R:3
S -1.35692 0.98006 -0.79125
S 1.51902 -2.35590 -0.13342
O 0.15912 1.14490 -1.44234
C -0.92518 0.43698 0.83009
H 2.41529 -1.60742 -0.83524
H -0.50205 -0.56562 0.76590
H -0.18170 1.13845 1.23211
H 0.65850 0.36549 -1.13002
H -1.78607 0.46306 1.50417
```

Output
frontier orbital gap: 6.3 eV
HOMO level: -2.917 eV
total charge: -1

***

[6]
Entry from OMol25: a molecular structure, C21H23N4O5Tc (ωB97M-V/def2-TZVPD).

Geometry as XYZ:
```
54
Properties=species:S:1:pos:R:3
Tc -0.26446 1.81641 1.02377
O 0.52984 -1.00021 9.28205
O -0.17547 0.99343 9.72686
O 0.50244 0.56128 2.53725
O -1.55315 5.60815 -0.30309
O -0.79419 2.20014 2.95253
N -0.89404 3.40084 0.23071
N 0.10472 0.08958 8.97668
N 3.31217 0.68422 -0.76013
N 1.11146 1.00561 -0.12019
C -3.91000 -2.03417 0.51081
C -3.39493 0.34395 -0.89109
C 0.05470 0.39503 7.52270
C 2.49534 2.97418 -0.56066
C -2.82046 -1.27407 0.87364
C 5.56969 1.41497 0.01883
C -1.23677 4.53697 -0.03275
C 0.58777 -0.22417 5.29461
C 4.64199 1.19732 -1.16686
C 0.63138 -0.50899 6.64572
C -0.62559 1.83634 5.76390
C 2.33089 1.49353 -0.46147
C -0.10702 1.23048 3.43879
C -4.72898 -1.61615 -0.53638
C -0.56722 1.56397 7.11852
C 3.16772 -0.78439 -0.67686
C -1.49344 0.72344 0.54677
C -0.04351 0.94348 4.85972
C -4.47523 -0.43748 -1.23560
C -2.56154 -0.07691 0.16915
C 3.16922 -1.30852 0.75288
H 3.99962 -1.20257 -1.23722
H 2.27339 -1.02557 1.30583
H 1.09380 -1.40539 7.03068
H -1.11274 2.73212 5.40650
H 5.16393 2.13342 0.73046
H 5.05770 0.45740 -1.84746
H 4.50242 2.11016 -1.74076
H 1.55635 3.47619 -0.34722
H 1.05767 -0.00326 -0.20900
H 5.77100 0.48288 0.54327
H -3.18043 1.26670 -1.41206
H -5.58310 -2.22035 -0.81156
H 2.79136 3.24296 -1.57534
H 2.26573 -1.07644 -1.22296
H 3.22544 -2.39523 0.72888
H -2.17217 -1.57370 1.68544
H -4.13300 -2.95069 1.03803
H -5.12768 -0.13620 -2.04243
H -0.98925 2.22943 7.85674
H 1.03307 -0.89971 4.57825
H 6.52035 1.80321 -0.34230
H 4.03644 -0.94259 1.29816
H 3.26634 3.33935 0.11656
```

Output
frontier orbital gap (spin up / spin down): 6.3 / 6.3 eV
HOMO level (spin up / spin down): -15.172 / -15.172 eV
total charge: +2

***

In the order shown, the computed electronic energy values come out to -4717.923998 -1029.004488 -340.720089 -3386.150860 -912.726542 -1489.390459 hartree.
In the order shown, the computed energy above the lowest of the compared OMol25 structures with the same formula, charge and spin values come out to 2.163 1.266 2.036 2.531 0.632 0.000 eV.